[1]
{"formula": "C5H18N2O2", "method": "ωB97M-V/def2-TZVPD", "charge": 1, "multiplicity": 2, "e_homo_ha": [-0.5008, -0.4978], "de_lowest_kj_mol": 0.00, "gap_ev": [10.8, 5.5], "total_energy_ev": -12543.11436, "symbols": ["N", "C", "C", "N", "C", "C", "C", "H", "H", "H", "H", "H", "H", "H", "H", "H", "H", "H", "H", "H", "H", "H", "H", "O", "H", "H", "O"], "positions_angstrom": [[0.618, 2.960, 1.252], [1.059, 1.598, 0.734], [-0.177, 0.675, 0.760], [0.021, -0.678, 0.229], [0.162, -0.736, -1.262], [1.551, -0.476, -1.851], [1.076, -1.417, 0.946], [0.268, 2.953, 2.196], [1.411, 3.593, 1.260], [1.451, 1.767, -0.311], [1.905, 1.136, 1.352], [-0.601, 0.563, 1.776], [-1.025, 1.206, 0.164], [-0.571, 0.029, -1.674], [-0.206, -1.732, -1.574], [1.986, 0.506, -1.505], [1.484, -0.467, -2.942], [2.213, -1.268, -1.622], [0.807, -1.484, 2.001], [1.123, -2.437, 0.565], [2.076, -0.982, 0.854], [-2.643, -2.545, 0.052], [-1.742, -1.496, 0.644], [-2.668, -1.766, 0.562], [-3.564, 0.842, -0.786], [-2.957, -0.549, -0.593], [-3.057, 0.204, -1.230]]}

[2]
{"formula": "C5H18N2O5", "method": "ωB97M-V/def2-TZVPD", "e_homo_ha": -0.3578, "smiles": "C=CC[C@H](N)C(N)=O.O.O.O.O", "de_lowest_kj_mol": 46.25, "gap_ev": 10.4, "total_energy_ev": -18695.16589, "symbols": ["N", "C", "C", "C", "C", "C", "N", "O", "H", "H", "H", "H", "H", "H", "H", "H", "H", "H", "H", "H", "O", "H", "H", "O", "H", "H", "O", "H", "H", "O"], "positions_angstrom": [[0.470, 0.208, -1.139], [-0.473, 1.082, -0.436], [-1.675, 0.398, 0.187], [-2.749, -0.006, -0.787], [-2.826, -1.172, -1.424], [0.343, 1.782, 0.627], [1.167, 2.746, 0.176], [0.371, 1.498, 1.825], [-0.016, -0.377, -1.809], [1.026, -0.395, -0.548], [-0.762, 1.786, -1.205], [-2.115, 1.128, 0.879], [-1.540, -0.394, 0.925], [-3.427, 0.796, -1.041], [-3.675, -1.379, -2.032], [-2.117, -1.920, -1.078], [1.440, 2.813, -0.806], [1.728, 3.209, 0.871], [0.876, -2.147, 2.195], [1.861, -3.185, 1.730], [0.950, -2.924, 1.585], [0.773, -3.193, -0.131], [1.206, -4.321, -1.081], [0.862, -3.409, -1.072], [1.618, 2.078, -3.660], [1.361, 1.443, -2.361], [1.167, 2.287, -2.809], [0.620, 0.090, 2.615], [0.191, -0.646, 3.833], [0.882, -0.721, 3.155]]}

[3]
{"formula": "C5H18NO2", "method": "ωB97M-V/def2-TZVPD", "charge": 1, "e_homo_ha": -0.5393, "de_lowest_kj_mol": 263.05, "gap_ev": 11.6, "total_energy_ev": -11053.85327, "symbols": ["C", "C", "C", "C", "C", "N", "H", "H", "H", "H", "H", "H", "H", "H", "H", "H", "H", "H", "H", "H", "H", "H", "O", "H", "H", "O"], "positions_angstrom": [[-0.170, -2.149, -1.360], [-0.034, -0.958, -0.453], [-1.300, -0.164, -0.023], [-1.269, 0.641, 1.312], [-1.502, -0.166, 2.550], [1.177, -0.021, -0.839], [0.582, -2.902, -1.302], [-1.127, -2.551, -1.066], [-0.066, -1.807, -2.474], [0.282, -1.384, 0.464], [-2.273, -0.793, 0.235], [-1.511, 0.541, -0.931], [-2.006, 1.419, 1.204], [-0.226, 1.229, 1.390], [-1.703, 0.465, 3.523], [-0.709, -0.820, 2.864], [-2.436, -0.704, 2.385], [1.343, 0.061, -1.843], [0.973, 0.929, -0.112], [2.109, -0.581, -0.499], [2.079, 0.661, 2.215], [3.254, 0.790, 1.242], [2.338, 0.710, 1.336], [-0.777, 2.099, -2.500], [0.625, 2.132, -2.967], [0.037, 1.558, -2.348]]}

[4]
{"formula": "C5H18NO4", "method": "ωB97M-V/def2-TZVPD", "multiplicity": 2, "e_homo_ha": [-0.1018, -0.3735], "de_lowest_kj_mol": 136.47, "gap_ev": [2.9, 10.1], "total_energy_ev": -15153.17835, "symbols": ["C", "O", "C", "C", "C", "C", "N", "H", "H", "H", "H", "H", "H", "H", "H", "H", "H", "H", "H", "H", "H", "O", "H", "H", "O", "H", "H", "O"], "positions_angstrom": [[0.894, 1.690, -1.151], [-0.216, 1.875, -2.028], [0.478, 0.816, 0.008], [-0.579, 1.555, 0.893], [0.034, 2.628, 1.712], [0.737, 2.367, 2.805], [-0.184, -0.391, -0.566], [1.815, 1.408, -1.666], [1.150, 2.685, -0.761], [0.098, 1.875, -2.937], [1.266, 0.473, 0.667], [-1.043, 0.740, 1.461], [-1.349, 1.905, 0.203], [0.100, 3.680, 1.452], [0.909, 1.368, 3.166], [1.217, 3.140, 3.398], [0.530, -1.056, -0.946], [-0.676, -0.983, 0.123], [-0.761, -0.157, -1.370], [-0.817, -3.786, 0.108], [-1.635, -4.205, -1.201], [-0.781, -3.954, -0.842], [1.332, -1.857, -3.144], [1.288, -2.964, -1.966], [0.905, -2.157, -2.336], [-2.247, -2.583, 1.400], [-0.926, -2.203, 2.111], [-1.540, -1.909, 1.404]]}

[5]
{"formula": "C5H18NO5", "method": "ωB97M-V/def2-TZVPD", "charge": -1, "e_homo_ha": -0.1702, "de_lowest_kj_mol": 230.46, "gap_ev": 8.2, "total_energy_ev": -17203.58487, "symbols": ["C", "N", "C", "C", "C", "O", "C", "O", "H", "H", "H", "H", "H", "H", "H", "H", "H", "H", "H", "H", "H", "H", "O", "H", "H", "O", "H", "H", "O"], "positions_angstrom": [[-0.505, 2.444, 1.085], [-0.501, 1.370, 0.079], [-1.372, 0.241, 0.584], [-1.328, -0.970, -0.497], [-1.354, -0.569, -1.970], [-0.217, -1.066, -2.623], [-0.806, -0.350, 1.929], [0.426, -0.008, 2.324], [-1.619, 2.892, 1.006], [-0.304, 2.255, 2.135], [0.188, 3.158, 0.721], [0.392, 0.993, -0.121], [-2.432, 0.555, 0.537], [-0.318, -1.533, -0.421], [-2.175, -1.731, -0.196], [-2.285, -1.013, -2.483], [-1.246, 0.547, -2.200], [0.356, -0.255, -2.609], [-1.509, -0.060, 2.754], [-0.719, -1.424, 1.892], [1.301, -2.877, -0.009], [1.967, -1.734, 0.670], [1.910, -2.716, 0.709], [2.069, 0.132, -1.325], [1.691, 1.153, -2.533], [2.326, 0.467, -2.222], [2.756, 0.205, 0.924], [1.197, 0.054, 1.371], [2.112, -0.159, 0.487]]}